# 1
A structure of composition C4H7ErLiO2 at a distorted geometry, computed with the ωB97M-V functional and the def2-TZVPD basis.

Geometry as XYZ:
```
15
Properties=species:S:1:pos:R:3:mulliken_charge:R:1
O -1.212 -0.625 1.534 -0.621
C -1.233 -1.192 0.449 0.229
C -0.364 -0.824 -0.699 -0.489
Li -1.719 -1.087 3.274 0.618
H -1.901 -2.068 0.317 0.374
H 0.333 -1.647 -0.901 0.351
H -1.047 -0.781 -1.568 0.328
C 1.297 0.759 -1.650 -0.487
C 0.324 0.533 -0.555 -0.307
O 1.565 2.062 -1.935 -0.452
H 2.100 0.041 -1.846 0.307
H 0.744 0.642 0.462 0.266
H -0.374 1.418 -0.511 0.274
H 1.995 2.141 -2.792 0.364
Er -0.507 0.628 6.422 1.245
```

Output
Net charge: +2
DFT total energy (eV): -36161.39627
Spin multiplicity: 5
HOMO-LUMO gap (spin up / spin down) (eV): 3.845 / 6.925
Energy above the lowest of the compared OMol25 structures with the same formula, charge and spin (kcal per mole): 46.24
LUMO (spin up / spin down) (eV): -7.93 / -9.16
E_HOMO (spin up / spin down) (eV): -11.8 / -16.1

=====

# 2
An isolated molecule of C19H26N2O4S, computed with the ωB97M-V functional and the def2-TZVPD basis.

Geometry as XYZ:
```
52
Properties=species:S:1:pos:R:3:mulliken_charge:R:1
C -3.105 -0.838 -3.526 -1.215
C -2.028 0.226 -3.372 -0.134
O -1.939 0.681 -2.021 -0.308
C -1.265 -0.110 -1.175 0.064
O -0.700 -1.120 -1.535 -0.686
C -1.265 0.383 0.198 1.390
C -1.061 -0.445 1.340 0.973
S -1.023 -2.229 1.307 1.478
O -2.133 -2.682 0.526 -0.694
O -0.926 -2.689 2.666 -0.804
N 0.380 -2.655 0.542 -0.361
C 1.575 -2.192 1.220 -0.475
C 2.702 -1.882 0.229 -0.046
C 3.998 -1.556 0.975 -1.690
C 2.306 -0.752 -0.690 0.420
C 2.220 -0.958 -2.061 -0.171
C 1.852 0.069 -2.912 -0.586
C 1.563 1.323 -2.403 -0.516
C 1.650 1.541 -1.039 -0.728
C 2.018 0.513 -0.191 -0.119
C -1.095 0.364 2.445 0.111
C -0.954 0.028 3.882 -2.016
N -1.290 1.653 2.017 0.224
C -1.386 2.776 2.908 -1.123
C -1.408 1.681 0.660 -0.450
C -1.614 2.944 -0.095 -2.246
H -3.165 -1.151 -4.564 0.404
H -2.863 -1.698 -2.907 0.306
H -4.070 -0.443 -3.215 0.329
H -2.263 1.119 -3.956 0.378
H -1.053 -0.173 -3.673 0.168
H 0.302 -2.343 -0.421 0.479
H 1.885 -2.980 1.913 0.421
H 1.343 -1.298 1.815 0.020
H 2.865 -2.780 -0.375 0.468
H 4.305 -2.402 1.585 0.469
H 4.791 -1.332 0.266 0.433
H 3.865 -0.695 1.625 0.295
H 2.434 -1.936 -2.467 0.346
H 1.788 -0.112 -3.976 0.428
H 1.269 2.126 -3.064 0.419
H 1.431 2.518 -0.635 0.466
H 2.076 0.700 0.871 0.260
H -1.821 0.369 4.447 0.506
H -0.066 0.495 4.310 0.357
H -0.873 -1.052 3.974 0.386
H -2.243 2.659 3.575 0.306
H -1.510 3.694 2.339 0.450
H -0.484 2.854 3.517 0.336
H -2.590 3.375 0.132 0.516
H -1.576 2.732 -1.157 0.274
H -0.847 3.680 0.148 0.491
```

Output
Net charge: 0
DFT total energy (eV): -42131.16439
Structure (SMILES): CCOC(=O)c1c(S(=O)(=O)NC[C@H](C)c2ccccc2)c(C)n(C)c1C
Spin multiplicity: 1
HOMO-LUMO gap (eV): 8.934
Energy above the lowest of the compared OMol25 structures with the same formula, charge and spin (kcal per mole): 40.74
LUMO (eV): 0.46
E_HOMO (eV): -8.5

=====

# 3
A structure of composition C38H54AsN5O3S5Sc, computed with the ωB97M-V functional and the def2-TZVPD basis.

Geometry as XYZ:
```
107
Properties=species:S:1:pos:R:3:mulliken_charge:R:1
Sc 2.056 -0.834 -0.566 0.202
C -4.588 -3.039 -2.686 -1.577
C -4.118 -1.819 -3.492 2.339
C -4.904 -0.582 -3.035 -1.352
C -4.445 -2.071 -4.965 -2.383
C -2.623 -1.592 -3.255 -0.654
C -2.178 -1.352 -1.980 -0.722
C -0.808 -1.139 -1.712 0.215
N -0.211 -0.859 -0.538 0.296
C -0.775 -0.585 0.684 -0.079
C -2.106 -0.261 0.985 -0.837
C -2.520 -0.115 2.297 -0.160
C -1.579 -0.333 3.313 -0.046
C -0.235 -0.589 3.077 -1.085
C 0.200 -0.609 1.731 0.848
O 1.456 -0.703 1.387 -0.744
C 0.756 -0.865 4.207 2.737
C 1.387 -2.251 3.992 -1.736
C 0.069 -0.874 5.575 -2.527
C 1.860 0.200 4.242 -1.223
C -3.981 0.239 2.583 2.141
C -4.278 0.316 4.081 -2.461
C -4.903 -0.825 1.969 -1.453
C -4.312 1.605 1.965 -1.596
C 0.148 -1.277 -2.789 1.120
O 1.402 -1.196 -2.497 -0.449
C -0.318 -1.492 -4.116 -0.906
C -1.678 -1.628 -4.305 -0.115
C 0.686 -1.593 -5.261 2.599
C -0.008 -1.795 -6.610 -2.443
C 1.511 -0.298 -5.352 -1.513
C 1.620 -2.792 -5.031 -1.669
H -5.652 -3.221 -2.858 0.449
H -4.442 -2.892 -1.615 0.252
H -4.033 -3.932 -2.978 0.341
H -5.975 -0.729 -3.194 0.473
H -4.589 0.303 -3.592 0.329
H -4.746 -0.381 -1.974 0.085
H -5.519 -2.233 -5.076 0.456
H -3.932 -2.957 -5.346 0.426
H -4.170 -1.220 -5.591 0.392
H -2.881 -1.375 -1.162 0.966
H -2.812 -0.094 0.186 0.610
H -1.913 -0.285 4.338 0.671
H 0.619 -3.029 4.020 0.382
H 2.108 -2.456 4.788 0.447
H 1.905 -2.312 3.037 0.198
H -0.718 -1.630 5.633 0.446
H -0.364 0.099 5.822 0.397
H 0.812 -1.108 6.341 0.461
H 2.419 0.216 3.310 -0.230
H 2.547 -0.015 5.066 0.550
H 1.437 1.196 4.396 0.342
H -4.104 -0.642 4.575 0.397
H -5.327 0.584 4.231 0.448
H -3.664 1.071 4.575 0.430
H -4.681 -1.809 2.385 0.344
H -4.779 -0.884 0.886 0.100
H -5.951 -0.589 2.174 0.483
H -3.663 2.377 2.386 0.294
H -5.349 1.882 2.174 0.514
H -4.179 1.598 0.881 0.271
H -2.037 -1.796 -5.308 0.616
H -0.679 -0.966 -6.852 0.410
H -0.582 -2.724 -6.637 0.408
H 0.749 -1.851 -7.394 0.460
H 0.858 0.556 -5.548 0.303
H 2.227 -0.375 -6.174 0.481
H 2.059 -0.116 -4.431 0.127
H 1.044 -3.719 -4.990 0.321
H 2.177 -2.691 -4.102 0.266
H 2.332 -2.870 -5.857 0.473
S 6.323 -3.631 -1.096 -0.405
As 4.772 -2.500 -0.160 0.523
S 4.569 -0.448 -0.860 -0.616
S 2.776 -3.279 -0.221 -0.539
S 5.896 -2.669 1.647 -0.457
N -1.634 3.297 0.262 -0.018
C -0.835 4.078 -0.511 0.214
O -1.128 5.224 -0.806 -0.718
C 0.429 3.443 -1.002 -0.047
C 1.476 4.248 -1.430 -0.637
C 2.651 3.646 -1.833 -0.865
C 2.747 2.265 -1.778 -0.697
N 1.736 1.478 -1.406 0.944
C 0.600 2.070 -1.034 -0.218
H -2.446 3.738 0.659 0.232
H -1.311 2.444 0.692 0.066
H 1.348 5.323 -1.423 0.479
H 3.503 4.227 -2.154 0.440
H 3.666 1.761 -2.050 0.432
H -0.209 1.411 -0.755 0.554
C 4.398 4.119 4.202 -0.984
N 4.779 2.879 3.593 0.201
C 5.990 2.174 3.976 -0.609
C 5.988 0.937 3.058 -0.556
N 4.804 1.157 2.250 0.392
C 4.143 2.281 2.554 0.210
S 2.739 2.809 1.811 -0.400
H 4.285 3.998 5.283 0.307
H 3.448 4.430 3.773 0.272
H 5.147 4.896 4.016 0.311
H 5.959 1.903 5.035 0.333
H 6.870 2.808 3.819 0.335
H 5.910 0.004 3.615 0.252
H 6.882 0.878 2.436 0.261
H 4.592 0.622 1.415 -0.346
```

Output
Net charge: -1
DFT total energy (eV): -189602.07006
Spin multiplicity: 1
HOMO-LUMO gap (spin up / spin down) (eV): 5.722 / 5.851
Energy above the lowest of the compared OMol25 structures with the same formula, charge and spin (kcal per mole): 1.16
LUMO (spin up / spin down) (eV): 0.63 / 1.21
E_HOMO (spin up / spin down) (eV): -5.1 / -4.6

=====

# 4
A cluster of 2 separate species, C2H7NS3 in total, computed with the ωB97M-V functional and the def2-TZVPD basis.

Geometry as XYZ:
```
13
Properties=species:S:1:pos:R:3:mulliken_charge:R:1
C -1.020 0.659 -0.148 -0.355
C 0.570 -1.124 -0.364 -0.682
N -0.133 -0.051 -1.008 0.095
S 1.535 3.015 2.046 -0.065
S 0.108 0.357 -2.561 -0.210
S 0.999 1.194 2.623 -0.156
H -1.476 1.488 -0.681 0.290
H -1.801 -0.004 0.235 0.303
H -0.465 1.028 0.734 -0.171
H 1.041 -0.749 0.554 0.185
H -0.127 -1.915 -0.076 0.286
H 1.325 -1.534 -1.030 0.282
H 2.598 2.734 1.255 0.197
```

Output
Net charge: 0
DFT total energy (eV): -36181.40542
Spin multiplicity: 1
HOMO-LUMO gap (spin up / spin down) (eV): 5.521 / 8.096
Energy above the lowest of the compared OMol25 structures with the same formula, charge and spin (kcal per mole): 13.71
LUMO (spin up / spin down) (eV): -2.17 / -0.41
E_HOMO (spin up / spin down) (eV): -7.7 / -8.5

=====

# 5
A cluster of 5 separate species, C28H65N5O4S in total at a distorted geometry, computed with the ωB97M-V functional and the def2-TZVPD basis.

Geometry as XYZ:
```
103
Properties=species:S:1:pos:R:3:mulliken_charge:R:1
C 6.931 1.257 -1.978 -0.028
C 6.053 2.051 -2.049 -0.489
N 4.954 2.932 -2.298 0.231
C 4.018 2.221 -3.221 -0.641
S 2.313 2.062 -2.571 0.776
O 2.247 1.001 -1.593 -0.470
O 1.908 3.301 -1.958 -0.541
C 5.537 4.181 -3.107 0.490
O 6.748 4.219 -3.171 -0.587
O 4.805 5.006 -3.659 -0.531
H 7.563 0.396 -2.163 0.389
H 4.532 3.223 -1.406 0.437
H 4.384 1.181 -3.322 0.356
H 3.986 2.660 -4.235 0.398
H 1.552 1.732 -3.677 0.203
C 2.353 -5.475 1.346 -1.558
C 2.445 -3.975 1.588 -0.075
N 2.353 -3.175 0.379 0.195
C 2.695 -1.775 0.592 -0.720
C 1.786 -0.949 1.506 -1.125
C 1.184 -3.410 -0.453 -1.203
C -0.196 -3.197 0.177 -0.448
H 3.120 -5.809 0.645 0.334
H 2.499 -6.011 2.286 0.451
H 1.376 -5.769 0.957 0.286
H 3.415 -3.789 2.058 0.454
H 1.677 -3.691 2.324 0.086
H 2.769 -1.274 -0.377 0.457
H 3.711 -1.738 1.002 0.334
H 0.855 -0.676 1.011 0.263
H 2.286 -0.013 1.769 0.408
H 1.550 -1.463 2.438 0.331
H 1.232 -4.436 -0.828 0.404
H 1.259 -2.794 -1.355 0.386
H -0.265 -3.611 1.185 0.231
H -0.956 -3.696 -0.430 0.274
H -0.466 -2.143 0.215 0.216
C -6.757 -2.311 -3.561 -1.436
C -5.809 -2.039 -2.402 -0.262
N -6.053 -2.871 -1.236 0.160
C -5.318 -2.434 -0.058 -1.114
C -3.789 -2.510 -0.100 -0.689
C -6.062 -4.307 -1.468 -0.702
C -4.798 -4.943 -2.057 -0.950
H -7.798 -2.193 -3.255 0.330
H -6.563 -1.605 -4.371 0.432
H -6.628 -3.314 -3.971 0.294
H -5.943 -0.992 -2.115 0.428
H -4.775 -2.136 -2.767 0.203
H -5.675 -2.993 0.812 0.357
H -5.599 -1.395 0.144 0.413
H -3.431 -3.531 0.019 0.142
H -3.372 -1.932 0.729 0.484
H -3.375 -2.099 -1.022 0.322
H -6.900 -4.540 -2.130 0.372
H -6.311 -4.817 -0.533 0.318
H -4.372 -4.353 -2.871 0.235
H -5.040 -5.928 -2.464 0.376
H -4.030 -5.096 -1.300 0.290
C -0.638 -1.443 7.749 -1.432
C 0.489 -2.297 7.185 -0.328
N 1.223 -1.661 6.105 0.246
C 2.120 -2.572 5.410 -0.335
C 3.296 -3.159 6.195 -1.308
C 1.774 -0.346 6.395 -0.633
C 2.756 -0.225 7.565 -1.023
H -1.341 -1.151 6.967 0.328
H -1.188 -2.008 8.503 0.438
H -0.265 -0.539 8.235 0.299
H 0.035 -3.216 6.802 0.425
H 1.150 -2.594 8.013 0.259
H 2.507 -2.077 4.514 0.041
H 1.519 -3.406 5.029 0.403
H 4.095 -2.432 6.332 0.267
H 3.725 -3.996 5.639 0.456
H 2.997 -3.539 7.173 0.293
H 0.941 0.339 6.578 0.422
H 2.249 0.048 5.492 0.286
H 2.433 -0.787 8.443 0.246
H 2.840 0.822 7.865 0.388
H 3.757 -0.555 7.291 0.281
C 1.460 5.851 -4.351 -1.148
C 0.266 6.565 -3.737 -0.316
N -0.824 6.803 -4.671 0.094
C -1.842 7.701 -4.146 -0.688
C -2.653 7.235 -2.933 -0.953
C -1.326 5.633 -5.371 -0.715
C -1.870 4.474 -4.527 -0.901
H 1.843 6.399 -5.213 0.315
H 2.264 5.767 -3.620 0.434
H 1.215 4.834 -4.671 0.082
H 0.625 7.530 -3.369 0.417
H -0.066 5.996 -2.856 0.185
H -2.533 7.965 -4.952 0.355
H -1.350 8.643 -3.881 0.397
H -3.405 6.496 -3.208 0.220
H -3.189 8.085 -2.504 0.397
H -2.024 6.817 -2.146 0.269
H -0.524 5.244 -6.005 0.364
H -2.098 5.946 -6.080 0.357
H -1.239 4.253 -3.663 0.210
H -1.914 3.567 -5.137 0.353
H -2.883 4.667 -4.176 0.281
```

Output
Net charge: 0
DFT total energy (eV): -56559.19353
Structure (SMILES): C#C[N@H+](C[SH](=O)=O)C(=O)[O-].CCN(CC)CC.CCN(CC)CC.CCN(CC)CC.CCN(CC)CC
Spin multiplicity: 1
HOMO-LUMO gap (eV): 7.653
LUMO (eV): -0.33
E_HOMO (eV): -8.0

=====

# 6
A structure of composition CF3HgMgNO4S3 at a distorted geometry, computed with the ωB97M-V functional and the def2-TZVPD basis.

Geometry as XYZ:
```
14
Properties=species:S:1:pos:R:3:mulliken_charge:R:1
Hg -1.216 2.962 0.120 0.431
N 0.060 1.925 1.139 -0.655
S 0.370 0.566 0.666 0.995
O 0.339 0.198 -0.801 -0.499
C 2.101 0.051 1.129 0.596
F 2.258 0.166 2.434 -0.194
F 2.928 0.874 0.504 -0.202
F 2.347 -1.187 0.750 -0.171
Mg -1.448 0.320 -1.761 0.934
S -1.915 -1.761 -3.481 -0.165
O -0.534 -2.202 -2.491 -0.449
S -2.233 -0.601 0.997 0.224
O -2.633 -0.616 -0.533 -0.499
O -0.425 -0.695 1.328 -0.347
```

Output
Net charge: 0
DFT total energy (eV): -60989.53199
Spin multiplicity: 1
HOMO-LUMO gap (spin up / spin down) (eV): 5.977 / 4.695
Energy above the lowest of the compared OMol25 structures with the same formula, charge and spin (kcal per mole): 55.60
LUMO (spin up / spin down) (eV): -1.76 / -3.41
E_HOMO (spin up / spin down) (eV): -7.7 / -8.1